No. 1
{"formula": "C3H11N2", "method": "ωB97M-V with the def2-TZVPD basis set", "species": ["C", "N", "H", "H", "H", "H", "C", "C", "N", "H", "H", "H", "H", "H", "H", "H"], "coordinates": [[-0.67, 0.47, -2.49], [-1.33, 0.92, -1.50], [-0.71, -0.56, -2.84], [-0.13, 1.15, -3.14], [-1.36, 1.93, -1.66], [-0.86, 0.07, -0.10], [1.12, 0.46, 1.67], [0.79, -0.86, 1.01], [-0.63, -0.79, 0.49], [2.15, 0.40, 2.00], [0.40, 0.66, 2.46], [1.08, 1.32, 0.99], [0.87, -1.67, 1.73], [1.44, -1.11, 0.18], [-1.20, -0.88, 1.34], [-0.97, -1.51, -0.15]], "mulliken_charge": [-0.22, -0.57, 0.27, 0.26, 0.23, 0.32, -1.06, -0.37, -0.29, 0.35, 0.35, 0.33, 0.34, 0.32, 0.38, 0.36], "homo_ev": -15.165, "total_charge": 1, "homo_lumo_gap_ha": 0.43263, "lumo_energy_ev": -3.393, "de_lowest_ev": 1.275}



No. 2
{"formula": "C23H44N6O7PSSiY", "method": "ωB97M-V with the def2-TZVPD basis set", "species": ["Y", "N", "C", "C", "N", "H", "H", "H", "H", "H", "H", "H", "H", "N", "C", "C", "C", "C", "C", "C", "S", "O", "O", "N", "C", "N", "C", "C", "C", "N", "H", "H", "H", "H", "H", "H", "H", "H", "H", "C", "C", "C", "C", "O", "P", "O", "O", "O", "C", "C", "C", "C", "H", "H", "H", "H", "H", "H", "H", "H", "H", "H", "H", "H", "H", "H", "H", "H", "H", "H", "C", "Si", "C", "C", "O", "H", "H", "H", "H", "H", "H", "H", "H", "H"], "coordinates": [[0.25, 0.03, -0.31], [-0.50, 1.24, 1.82], [-1.91, 0.92, 2.07], [-2.03, -0.59, 2.23], [-1.39, -1.26, 1.08], [0.08, 0.93, 2.60], [-0.38, 2.24, 1.71], [-2.49, 1.26, 1.21], [-2.30, 1.41, 2.97], [-3.08, -0.87, 2.32], [-1.51, -0.89, 3.13], [-2.07, -1.61, 0.42], [-0.85, -2.05, 1.40], [5.52, -5.82, 2.29], [4.77, -4.66, 2.39], [3.43, -4.64, 1.97], [2.70, -3.47, 2.04], [3.29, -2.31, 2.52], [4.61, -2.31, 2.94], [5.34, -3.48, 2.88], [2.33, -0.84, 2.55], [3.03, 0.17, 3.30], [0.99, -1.19, 2.98], [2.13, -0.40, 1.01], [3.14, -0.04, 0.19], [4.43, -0.14, 0.51], [5.30, 0.24, -0.42], [4.92, 0.72, -1.67], [3.56, 0.80, -1.90], [2.67, 0.43, -0.99], [5.00, -6.67, 2.24], [6.33, -5.88, 2.88], [2.98, -5.55, 1.59], [1.67, -3.45, 1.72], [5.05, -1.39, 3.30], [6.38, -3.49, 3.21], [6.35, 0.15, -0.16], [5.64, 1.02, -2.41], [3.16, 1.16, -2.84], [1.01, -0.11, -4.42], [-0.10, 0.88, -4.10], [-0.07, 2.05, -5.07], [-1.46, 0.18, -4.10], [0.22, 1.37, -2.76], [-0.86, 2.22, -1.85], [-1.53, 3.31, -2.55], [-1.59, 1.14, -1.08], [0.24, 2.65, -0.72], [1.01, 3.89, -0.71], [0.07, 5.03, -0.33], [1.64, 4.14, -2.08], [2.07, 3.69, 0.35], [0.81, -0.60, -5.37], [1.07, -0.86, -3.63], [1.97, 0.41, -4.50], [-0.23, 1.69, -6.08], [0.89, 2.55, -5.02], [-0.85, 2.77, -4.82], [-1.65, -0.25, -5.09], [-2.25, 0.90, -3.88], [-1.47, -0.61, -3.36], [-0.72, 5.13, -1.07], [0.62, 5.97, -0.26], [-0.39, 4.83, 0.64], [0.87, 4.26, -2.84], [2.28, 3.30, -2.35], [2.24, 5.05, -2.04], [1.62, 3.49, 1.32], [2.67, 4.60, 0.44], [2.73, 2.86, 0.09], [-1.33, -4.22, -0.68], [-0.08, -3.34, -1.80], [-0.74, -3.48, -3.55], [1.54, -4.31, -1.71], [0.16, -1.82, -1.34], [-1.48, -5.25, -1.01], [-2.31, -3.72, -0.72], [-1.00, -4.26, 0.36], [-0.87, -4.53, -3.83], [-0.05, -3.03, -4.27], [-1.71, -2.98, -3.66], [1.39, -5.37, -1.94], [1.99, -4.22, -0.72], [2.26, -3.91, -2.43]], "mulliken_charge": [0.88, -0.45, -0.61, -0.79, -0.24, 0.31, 0.15, 0.29, 0.53, 0.49, 0.29, 0.18, 0.10, -0.56, 1.10, -0.82, -0.46, -0.64, -0.22, -0.81, 1.16, -0.79, -0.77, 0.39, 0.20, -0.41, -0.48, -1.11, -0.06, 0.63, 0.23, 0.22, 0.28, 0.60, 0.48, 0.29, 0.45, 0.45, 0.30, -1.24, 1.30, -1.82, -1.40, 1.04, 0.13, -0.89, -0.61, 0.67, 1.31, -1.82, -1.39, -1.42, 0.52, 0.03, 0.27, 0.44, 0.30, 0.36, 0.58, 0.38, -0.04, 0.39, 0.44, 0.31, 0.31, 0.08, 0.58, 0.31, 0.53, 0.19, -1.25, 0.71, -1.16, -0.83, -0.89, 0.41, 0.31, 0.30, 0.44, 0.27, 0.32, 0.41, -0.01, 0.30], "homo_ev": -8.298, "homo_lumo_gap_ha": 0.32234, "lumo_energy_ev": 0.473, "de_lowest_ev": 0.000}



No. 3
{"formula": "C73H153N11", "method": "ωB97M-V with the def2-TZVPD basis set", "species": ["C", "C", "C", "C", "N", "C", "C", "C", "C", "C", "C", "C", "H", "H", "H", "H", "H", "H", "H", "H", "H", "H", "H", "H", "H", "H", "H", "H", "H", "H", "H", "H", "H", "H", "H", "H", "C", "C", "C", "C", "N", "C", "C", "C", "C", "C", "C", "C", "H", "H", "H", "H", "H", "H", "H", "H", "H", "H", "H", "H", "H", "H", "H", "H", "H", "H", "H", "H", "H", "H", "H", "H", "C", "C", "C", "C", "N", "C", "C", "C", "C", "C", "C", "C", "H", "H", "H", "H", "H", "H", "H", "H", "H", "H", "H", "H", "H", "H", "H", "H", "H", "H", "H", "H", "H", "H", "H", "H", "C", "C", "C", "C", "N", "C", "C", "C", "C", "C", "C", "C", "H", "H", "H", "H", "H", "H", "H", "H", "H", "H", "H", "H", "H", "H", "H", "H", "H", "H", "H", "H", "H", "H", "H", "H", "C", "C", "C", "C", "N", "C", "C", "C", "C", "C", "C", "C", "H", "H", "H", "H", "H", "H", "H", "H", "H", "H", "H", "H", "H", "H", "H", "H", "H", "H", "H", "H", "H", "H", "H", "H", "C", "C", "N", "C", "C", "N", "C", "C", "H", "H", "H", "H", "H", "H", "H", "H", "H", "H", "H", "C", "C", "N", "C", "C", "N", "C", "C", "H", "H", "H", "H", "H", "H", "H", "H", "H", "H", "H", "C", "C", "N", "C", "C", "N", "C", "C", "H", "H", "H", "H", "H", "H", "H", "H", "H", "H", "H"], "coordinates": [[10.90, 12.22, 21.25], [11.50, 12.12, 19.84], [12.46, 10.97, 19.66], [13.67, 11.15, 20.47], [14.69, 10.06, 20.36], [14.11, 8.70, 20.84], [15.26, 8.13, 21.63], [15.84, 9.36, 22.35], [15.86, 10.39, 21.24], [15.16, 10.01, 18.96], [15.79, 11.23, 18.40], [16.97, 10.85, 17.52], [11.53, 12.74, 22.01], [10.62, 11.22, 21.64], [9.94, 12.71, 21.25], [11.99, 13.04, 19.52], [10.72, 11.96, 19.12], [12.59, 10.75, 18.60], [11.96, 10.01, 20.00], [13.46, 11.28, 21.52], [14.18, 12.05, 20.15], [13.81, 8.09, 20.00], [13.20, 8.96, 21.43], [16.02, 7.76, 20.96], [14.95, 7.41, 22.37], [16.88, 9.22, 22.74], [15.23, 9.62, 23.22], [16.80, 10.23, 20.65], [15.86, 11.44, 21.54], [14.29, 9.77, 18.35], [15.84, 9.13, 18.94], [16.16, 11.85, 19.25], [15.12, 11.90, 17.91], [17.33, 11.76, 16.98], [16.62, 10.19, 16.73], [17.79, 10.36, 18.04], [27.24, 17.98, 10.84], [28.66, 18.21, 11.50], [28.94, 17.41, 12.70], [28.35, 17.93, 13.96], [28.45, 16.99, 15.18], [27.93, 17.80, 16.39], [29.23, 18.35, 17.03], [30.09, 17.08, 17.04], [29.94, 16.64, 15.55], [27.60, 15.80, 14.85], [27.50, 14.81, 15.98], [26.38, 13.87, 15.65], [26.44, 18.26, 11.55], [27.22, 16.92, 10.59], [27.05, 18.50, 9.91], [28.88, 19.23, 11.70], [29.43, 17.96, 10.74], [30.01, 17.35, 12.80], [28.61, 16.39, 12.46], [27.27, 18.17, 13.81], [28.85, 18.83, 14.30], [27.38, 17.17, 17.06], [27.21, 18.54, 16.02], [29.09, 18.72, 18.04], [29.72, 19.11, 16.43], [29.72, 16.39, 17.77], [31.11, 17.29, 17.30], [30.20, 15.62, 15.30], [30.58, 17.35, 14.98], [27.98, 15.37, 13.92], [26.59, 16.22, 14.64], [27.44, 15.33, 16.93], [28.43, 14.27, 16.04], [25.35, 14.24, 15.74], [26.43, 12.96, 16.28], [26.45, 13.56, 14.61], [21.99, 21.96, 18.08], [21.25, 22.37, 19.38], [20.39, 21.18, 19.84], [19.57, 21.59, 21.07], [18.94, 20.41, 21.87], [18.45, 20.96, 23.28], [18.41, 19.64, 24.14], [19.56, 18.78, 23.60], [20.01, 19.41, 22.26], [17.89, 19.62, 21.14], [16.58, 20.37, 20.74], [15.53, 19.35, 20.33], [22.90, 22.51, 17.88], [21.44, 22.04, 17.16], [22.28, 20.92, 18.24], [20.57, 23.19, 19.11], [21.97, 22.71, 20.11], [21.02, 20.28, 20.05], [19.67, 20.84, 19.07], [18.77, 22.24, 20.73], [20.15, 22.21, 21.76], [17.51, 21.58, 23.15], [19.30, 21.57, 23.60], [17.50, 19.08, 24.01], [18.46, 19.95, 25.20], [19.35, 17.69, 23.47], [20.44, 18.83, 24.27], [20.18, 18.70, 21.44], [20.87, 20.06, 22.34], [17.70, 18.75, 21.72], [18.32, 19.27, 20.19], [16.72, 21.11, 19.94], [16.23, 20.96, 21.61], [14.76, 19.80, 19.70], [15.13, 18.93, 21.26], [15.98, 18.52, 19.73], [21.03, 9.10, 10.76], [20.57, 10.52, 10.55], [21.52, 11.52, 11.12], [20.97, 12.87, 10.90], [21.77, 13.97, 11.45], [20.97, 15.29, 11.17], [21.98, 16.43, 10.90], [23.38, 15.64, 10.81], [23.02, 14.19, 10.62], [22.14, 13.90, 12.91], [21.00, 13.43, 13.86], [21.68, 13.35, 15.27], [20.36, 8.33, 10.38], [21.23, 8.91, 11.82], [21.96, 8.89, 10.24], [19.61, 10.68, 11.06], [20.46, 10.75, 9.48], [22.52, 11.44, 10.70], [21.69, 11.40, 12.16], [20.00, 13.02, 11.34], [20.88, 13.09, 9.82], [20.20, 15.52, 11.90], [20.46, 15.03, 10.26], [21.89, 17.13, 11.73], [21.62, 16.92, 9.99], [23.96, 15.82, 11.69], [24.00, 15.98, 9.95], [23.76, 13.49, 10.95], [22.84, 13.91, 9.57], [22.45, 14.92, 13.16], [23.05, 13.26, 12.94], [20.67, 12.43, 13.58], [20.22, 14.20, 13.86], [22.07, 14.36, 15.49], [22.54, 12.67, 15.31], [20.98, 13.05, 16.03], [24.47, 26.60, 16.94], [24.67, 27.16, 18.35], [25.27, 26.03, 19.14], [26.56, 25.54, 18.55], [27.33, 24.52, 19.47], [27.72, 25.16, 20.83], [29.21, 24.97, 21.01], [29.63, 25.13, 19.53], [28.64, 24.23, 18.84], [26.38, 23.35, 19.57], [26.78, 22.21, 20.45], [25.67, 21.22, 20.71], [23.78, 27.16, 16.33], [24.01, 25.56, 17.05], [25.39, 26.56, 16.36], [23.84, 27.60, 18.86], [25.37, 27.99, 18.27], [24.56, 25.19, 19.11], [25.41, 26.33, 20.20], [27.27, 26.37, 18.42], [26.50, 25.00, 17.59], [27.10, 24.76, 21.63], [27.48, 26.21, 20.73], [29.51, 23.99, 21.40], [29.69, 25.69, 21.66], [30.68, 24.93, 19.26], [29.35, 26.15, 19.22], [28.89, 23.18, 18.95], [28.54, 24.49, 17.76], [26.27, 23.04, 18.51], [25.44, 23.78, 19.88], [27.04, 22.61, 21.44], [27.63, 21.75, 19.96], [26.03, 20.21, 21.00], [25.03, 21.01, 19.86], [24.94, 21.53, 21.44], [18.01, 17.18, 30.15], [18.29, 15.98, 31.04], [19.56, 15.30, 30.66], [19.91, 14.71, 29.48], [21.13, 14.22, 29.62], [21.51, 14.42, 30.93], [20.56, 15.09, 31.51], [22.77, 14.00, 31.57], [17.99, 16.87, 29.08], [18.70, 18.05, 30.29], [17.02, 17.58, 30.39], [17.59, 15.16, 30.92], [18.31, 16.15, 32.15], [19.21, 14.67, 28.68], [21.72, 13.58, 28.96], [20.59, 15.42, 32.55], [22.73, 14.07, 32.66], [23.59, 14.64, 31.25], [22.95, 12.96, 31.36], [23.78, 15.41, 19.46], [23.60, 13.93, 19.70], [22.41, 13.59, 20.49], [21.07, 13.89, 20.14], [20.33, 13.33, 21.09], [21.19, 12.73, 21.98], [22.43, 12.83, 21.56], [20.79, 11.95, 23.14], [24.63, 15.71, 18.84], [23.74, 15.95, 20.40], [22.89, 15.82, 18.98], [24.47, 13.50, 20.21], [23.46, 13.49, 18.72], [20.80, 14.38, 19.22], [19.27, 13.34, 21.10], [23.32, 12.45, 22.00], [21.73, 11.66, 23.66], [20.25, 11.09, 22.84], [20.31, 12.74, 23.73], [32.99, 17.58, 24.51], [32.32, 16.99, 25.75], [31.33, 15.95, 25.35], [30.14, 16.14, 24.66], [29.62, 14.93, 24.40], [30.53, 14.03, 24.83], [31.49, 14.65, 25.45], [30.44, 12.50, 24.76], [32.17, 17.95, 23.86], [33.65, 16.86, 24.06], [33.56, 18.47, 24.78], [31.73, 17.72, 26.28], [32.89, 16.52, 26.54], [29.77, 17.11, 24.43], [28.72, 14.60, 23.93], [32.32, 14.23, 26.02], [31.15, 12.01, 25.43], [30.71, 12.23, 23.76], [29.46, 12.18, 25.05]], "mulliken_charge": [-1.17, -0.77, -0.16, -1.21, 0.84, -0.60, -0.73, -0.63, -0.60, -1.27, -0.39, -1.52, 0.28, 0.30, 0.42, 0.35, 0.40, 0.34, 0.32, 0.39, 0.45, 0.28, 0.50, 0.34, 0.43, 0.31, 0.39, 0.33, 0.28, 0.59, 0.56, 0.25, 0.53, 0.41, 0.38, 0.35, -1.09, -1.03, -0.03, -0.84, 0.64, -0.36, -0.52, -0.72, -0.56, -0.94, -0.04, -1.63, 0.23, 0.28, 0.47, 0.43, 0.39, 0.40, 0.05, 0.26, 0.47, 0.17, 0.25, 0.38, 0.29, 0.32, 0.42, 0.38, 0.35, 0.52, 0.19, 0.29, 0.37, 0.37, 0.42, 0.42, -1.24, -0.28, -0.34, -1.15, 0.43, -0.52, -0.81, -0.60, -0.76, -1.15, -0.29, -1.30, 0.21, 0.39, 0.35, 0.30, 0.37, 0.29, 0.23, 0.54, 0.37, 0.46, 0.50, 0.29, 0.48, 0.31, 0.37, 0.38, 0.46, 0.65, 0.48, 0.36, 0.18, 0.39, 0.35, 0.30, -1.39, -0.26, -0.55, -1.34, 0.39, -0.58, -0.79, -0.52, -0.84, -1.23, -0.21, -1.44, 0.39, 0.34, 0.35, 0.31, 0.29, 0.36, 0.41, 0.45, 0.68, 0.41, 0.48, 0.33, 0.38, 0.21, 0.46, 0.53, 0.49, 0.62, 0.44, 0.38, 0.27, 0.34, 0.36, 0.45, -0.89, -0.74, -0.34, -0.92, 0.74, -0.72, -0.72, -0.59, -0.50, -1.11, 0.12, -1.60, 0.39, 0.08, 0.30, 0.41, 0.36, 0.03, 0.48, 0.40, 0.54, 0.39, 0.45, 0.27, 0.44, 0.43, 0.27, 0.39, 0.20, 0.32, 0.39, 0.23, 0.35, 0.39, 0.32, 0.45, -1.01, -0.47, 0.11, -0.35, -0.48, 0.10, 0.06, -0.83, 0.31, 0.31, 0.37, 0.33, 0.35, 0.43, 0.39, 0.36, 0.33, 0.33, 0.36, -1.15, -0.31, 0.22, -0.42, -0.79, 0.09, 0.16, -0.90, 0.21, 0.40, 0.34, 0.28, 0.29, 0.48, 0.64, 0.38, 0.31, 0.37, 0.39, -0.97, -0.61, 0.12, -0.46, -0.41, 0.05, 0.07, -0.83, 0.32, 0.32, 0.37, 0.34, 0.40, 0.43, 0.46, 0.37, 0.33, 0.34, 0.34], "homo_ev": -21.907, "total_charge": 8, "homo_lumo_gap_ha": 0.32496, "lumo_energy_ev": -13.064}



Q: Which formula does entry 3 have?
A: C73H153N11